Record 1
Here is a molecular structure, C29H33BrN4NiOSSe2 from OMol25. Energies are from ωB97M-V/def2-TZVPD.

Cartesian coordinates (Å):
1 Ni 0.0412 0.7523 1.3121
2 Se -2.8624 0.5522 -0.7722
3 Se -1.5401 -1.1612 -1.4967
4 C 0.1934 -0.3311 -1.6870
5 C 0.8754 -0.5893 -2.8685
6 C 2.1406 -0.0590 -3.0397
7 C 2.6769 0.7309 -2.0369
8 C 1.9289 0.9397 -0.8978
9 N 0.7106 0.4115 -0.7124
10 C -2.8542 0.1302 1.1104
11 C -4.0256 0.2683 1.8414
12 C -4.0413 -0.1889 3.1484
13 C -2.9080 -0.7992 3.6696
14 C -1.7749 -0.8589 2.8849
15 N -1.7376 -0.3718 1.6396
16 H 0.4128 -1.2079 -3.6244
17 H 2.6966 -0.2516 -3.9482
18 H 3.6559 1.1800 -2.1303
19 H 2.3102 1.5542 -0.0917
20 H -4.9020 0.7017 1.3788
21 H -4.9434 -0.1080 3.7425
22 H -2.9020 -1.2071 4.6708
23 H -0.8450 -1.2957 3.2354
24 C 7.4470 -1.1587 0.3730
25 C 6.3172 -1.8960 -0.3482
26 C 6.2911 -1.4384 -1.8159
27 C 6.6355 -3.3994 -0.3028
28 C 4.9541 -1.6190 0.2860
29 C 3.8397 -2.3672 -0.0790
30 C 2.6171 -2.0931 0.4866
31 Br 1.1718 -3.2642 0.0702
32 C 2.3625 -1.0487 1.4153
33 O 1.1179 -0.8352 1.7838
34 C 3.5189 -0.3422 1.8451
35 C 4.7495 -0.6476 1.2502
36 C 3.5828 0.7320 2.9613
37 C 4.6114 0.2831 4.0183
38 C 2.2789 0.9773 3.7262
39 C 4.0183 2.0775 2.3614
40 H 8.4008 -1.4100 -0.0978
41 H 7.4998 -1.4503 1.4261
42 H 7.3275 -0.0732 0.3168
43 H 7.2612 -1.6165 -2.2903
44 H 6.0654 -0.3709 -1.8801
45 H 5.5287 -1.9831 -2.3783
46 H 7.6431 -3.5767 -0.6910
47 H 5.9406 -3.9838 -0.9070
48 H 6.5895 -3.7713 0.7232
49 H 3.9128 -3.1728 -0.7984
50 H 5.6116 -0.0809 1.5782
51 H 4.3399 -0.6981 4.4130
52 H 4.6257 0.9969 4.8483
53 H 5.6237 0.2186 3.6195
54 H 1.9130 0.0672 4.2039
55 H 1.5034 1.3635 3.0792
56 H 2.4635 1.7346 4.4948
57 H 4.9589 1.9935 1.8151
58 H 4.1472 2.8207 3.1550
59 H 3.2542 2.4563 1.6745
60 C -3.1540 5.3013 4.0610
61 C -2.2779 4.1634 3.6318
62 C -1.9301 3.1431 4.5239
63 C -1.1386 2.1334 4.0327
64 N -0.7103 2.1258 2.7717
65 C -1.0570 3.1653 1.9681
66 S -0.4196 3.0523 0.3824
67 N -1.8415 4.1777 2.3761
68 H -2.5384 6.0986 4.4839
69 H -3.8671 4.9847 4.8222
70 H -3.6823 5.7034 3.1990
71 H -2.2720 3.1463 5.5500
72 H -0.8259 1.3010 4.6549

Strongest force on any atom ... 1.1 eV Å⁻¹
Energy above the lowest of the compared OMol25 structures with the same formula, charge and spin ... 51.10 kJ/mol
Calculated total energy ... -291231.913 eV
Orbital gap (alpha / beta) ... 6.96 / 6.95 eV
Spin multiplicity ... 3
Highest occupied orbital energy (alpha / beta) ... -7.23 / -7.29 eV



Record 2
Here is a molecular structure, C13H24N6ORbTa from OMol25. Energies are from ωB97M-V/def2-TZVPD.

Cartesian coordinates (Å):
1 N 0.3518 0.7384 -2.1001
2 C 0.3105 1.1628 -3.2716
3 O 0.3328 1.5997 -4.3601
4 Rb 3.7046 -0.9060 -0.2386
5 Ta 0.4890 0.4851 -0.1719
6 N 1.3701 -1.2277 0.3798
7 N -1.1499 1.1766 0.6496
8 C 0.8520 -2.5436 -0.1575
9 C -2.4797 1.4263 0.0597
10 C 1.8418 -3.6674 0.1922
11 C -0.5089 -2.8714 0.4671
12 C 0.7332 -2.4280 -1.6705
13 C -2.4438 2.7752 -0.6615
14 C -3.5482 1.4700 1.1541
15 C -2.8085 0.3198 -0.9318
16 H 2.8369 -3.5303 -0.2661
17 H 1.4438 -4.6066 -0.2176
18 H 1.9521 -3.8049 1.2770
19 H -0.4318 -2.9850 1.5576
20 H -0.8729 -3.8278 0.0535
21 H -1.2693 -2.1033 0.2525
22 H 0.0429 -1.6323 -1.9920
23 H 0.3392 -3.3823 -2.0559
24 H 1.7109 -2.2545 -2.1533
25 H -2.2393 3.5885 0.0446
26 H -3.4180 2.9598 -1.1362
27 H -1.6686 2.7905 -1.4394
28 H -3.4312 2.3419 1.8072
29 H -3.5204 0.5580 1.7606
30 H -4.5355 1.5403 0.6792
31 H -3.7905 0.5387 -1.3763
32 H -2.8796 -0.6537 -0.4263
33 H -2.0769 0.2583 -1.7495
34 C 1.6326 -1.2111 1.8459
35 H 1.4468 -0.2064 2.2618
36 H 0.9735 -1.9198 2.3737
37 H 2.6767 -1.4996 2.0905
38 C -0.8008 2.0253 1.8144
39 H 0.2829 2.2164 1.8545
40 H -1.3041 3.0019 1.7430
41 H -1.1029 1.5478 2.7607
42 N 2.0739 1.5592 0.0878
43 C 3.0858 2.2575 0.0667
44 N 4.3447 2.1065 -0.1266
45 C 5.2707 3.0464 -0.2844
46 N 6.1814 3.7710 -0.4468

Strongest force on any atom ... 4.9 eV Å⁻¹
Net charge ... +2
Calculated total energy ... -27049.905 eV
Orbital gap ... 7.24 eV
Highest occupied orbital energy ... -16.04 eV



Please write out number 1 again, unchanged.
Here is a molecular structure, C29H33BrN4NiOSSe2 from OMol25. Energies are from ωB97M-V/def2-TZVPD.

Cartesian coordinates (Å):
1 Ni 0.0412 0.7523 1.3121
2 Se -2.8624 0.5522 -0.7722
3 Se -1.5401 -1.1612 -1.4967
4 C 0.1934 -0.3311 -1.6870
5 C 0.8754 -0.5893 -2.8685
6 C 2.1406 -0.0590 -3.0397
7 C 2.6769 0.7309 -2.0369
8 C 1.9289 0.9397 -0.8978
9 N 0.7106 0.4115 -0.7124
10 C -2.8542 0.1302 1.1104
11 C -4.0256 0.2683 1.8414
12 C -4.0413 -0.1889 3.1484
13 C -2.9080 -0.7992 3.6696
14 C -1.7749 -0.8589 2.8849
15 N -1.7376 -0.3718 1.6396
16 H 0.4128 -1.2079 -3.6244
17 H 2.6966 -0.2516 -3.9482
18 H 3.6559 1.1800 -2.1303
19 H 2.3102 1.5542 -0.0917
20 H -4.9020 0.7017 1.3788
21 H -4.9434 -0.1080 3.7425
22 H -2.9020 -1.2071 4.6708
23 H -0.8450 -1.2957 3.2354
24 C 7.4470 -1.1587 0.3730
25 C 6.3172 -1.8960 -0.3482
26 C 6.2911 -1.4384 -1.8159
27 C 6.6355 -3.3994 -0.3028
28 C 4.9541 -1.6190 0.2860
29 C 3.8397 -2.3672 -0.0790
30 C 2.6171 -2.0931 0.4866
31 Br 1.1718 -3.2642 0.0702
32 C 2.3625 -1.0487 1.4153
33 O 1.1179 -0.8352 1.7838
34 C 3.5189 -0.3422 1.8451
35 C 4.7495 -0.6476 1.2502
36 C 3.5828 0.7320 2.9613
37 C 4.6114 0.2831 4.0183
38 C 2.2789 0.9773 3.7262
39 C 4.0183 2.0775 2.3614
40 H 8.4008 -1.4100 -0.0978
41 H 7.4998 -1.4503 1.4261
42 H 7.3275 -0.0732 0.3168
43 H 7.2612 -1.6165 -2.2903
44 H 6.0654 -0.3709 -1.8801
45 H 5.5287 -1.9831 -2.3783
46 H 7.6431 -3.5767 -0.6910
47 H 5.9406 -3.9838 -0.9070
48 H 6.5895 -3.7713 0.7232
49 H 3.9128 -3.1728 -0.7984
50 H 5.6116 -0.0809 1.5782
51 H 4.3399 -0.6981 4.4130
52 H 4.6257 0.9969 4.8483
53 H 5.6237 0.2186 3.6195
54 H 1.9130 0.0672 4.2039
55 H 1.5034 1.3635 3.0792
56 H 2.4635 1.7346 4.4948
57 H 4.9589 1.9935 1.8151
58 H 4.1472 2.8207 3.1550
59 H 3.2542 2.4563 1.6745
60 C -3.1540 5.3013 4.0610
61 C -2.2779 4.1634 3.6318
62 C -1.9301 3.1431 4.5239
63 C -1.1386 2.1334 4.0327
64 N -0.7103 2.1258 2.7717
65 C -1.0570 3.1653 1.9681
66 S -0.4196 3.0523 0.3824
67 N -1.8415 4.1777 2.3761
68 H -2.5384 6.0986 4.4839
69 H -3.8671 4.9847 4.8222
70 H -3.6823 5.7034 3.1990
71 H -2.2720 3.1463 5.5500
72 H -0.8259 1.3010 4.6549

Strongest force on any atom ... 1.1 eV Å⁻¹
Energy above the lowest of the compared OMol25 structures with the same formula, charge and spin ... 51.10 kJ/mol
Calculated total energy ... -291231.913 eV
Orbital gap (alpha / beta) ... 6.96 / 6.95 eV
Spin multiplicity ... 3
Highest occupied orbital energy (alpha / beta) ... -7.23 / -7.29 eV



Question: Which value of strongest force on any atom does entry 2 give?
Answer: 4.9 eV Å⁻¹



Question: Number 1 is which compound?
Answer: C29H33BrN4NiOSSe2



Question: What is the calculated total energy in the first record?
Answer: -291231.913 eV